(1)
ORCA calculation (wB97M-V/def2-TZVPD) on a structure of composition C7H10GaO.

ORCA input file:
```
! RIJCOSX wB97M-V def2-TZVPD def2/J DEFGRID3
* xyz -1 1
Ga 2.6687 -0.2756 0.4266
C 1.8265 0.5742 -1.2550
O 0.5600 1.3075 -1.1289
C -0.4294 0.6404 -0.4919
C -0.8768 -0.6062 -0.9314
C -1.9115 -1.2402 -0.2523
C -2.5281 -0.6491 0.8487
C -2.0950 0.6079 1.2634
C -1.0496 1.2473 0.5992
H 3.6902 0.7339 1.1646
H 1.5975 -0.8294 1.4871
H 3.5279 -1.5449 -0.1249
H 1.7139 -0.1842 -2.0361
H 2.5225 1.3144 -1.6449
H -0.3934 -1.0530 -1.7855
H -2.2505 -2.2142 -0.5794
H -3.3196 -1.1450 1.3887
H -2.5445 1.1037 2.1115
H -0.7088 2.2124 0.9406
*
```

Properties
E_tot ... -61843.860 eV

=====

(2)
ORCA calculation (wB97M-V/def2-TZVPD) on the ion C7H10IN2 with charge +1 at a distorted geometry.

ORCA input file:
```
! RIJCOSX wB97M-V def2-TZVPD def2/J DEFGRID3
* xyz 1 1
C -1.7726 -1.0535 0.8230
C -1.1244 0.2529 0.2679
N -1.8271 0.5212 -1.0356
I -1.8063 2.0670 1.4407
C 0.3536 0.1610 0.0417
C 1.0632 -1.0007 0.3438
C 2.4909 -1.0405 0.3824
N 3.1618 -0.0205 -0.1035
C 2.5018 1.0350 -0.5113
C 1.1123 1.1547 -0.5397
H -2.8362 -1.0030 0.9381
H -1.3902 -1.9795 0.3873
H -1.2013 -1.1760 1.8356
H -1.1733 0.8787 -1.7543
H -2.1764 -0.3191 -1.6043
H -2.6630 1.0988 -1.0063
H 0.4674 -1.6676 0.9207
H 2.8989 -1.9502 0.8603
H 3.0840 1.8211 -0.9589
H 0.8370 2.2201 -0.7276
*
```

Properties
SMILES ... C[C@@]([NH3+])(I)c1ccncc1
Energy relative to the best compared isomer or geometry (same formula, charge and spin) ... 1.030 eV
E_tot ... -18493.837 eV

=====

(3)
ORCA calculation (wB97M-V/def2-TZVPD) on an isolated molecule of C7H10N2 at a distorted geometry.

ORCA input file:
```
! RIJCOSX wB97M-V def2-TZVPD def2/J DEFGRID3
* xyz 0 1
C -2.1589 0.9356 -0.3643
C -0.6620 1.0980 -0.3787
C 0.1452 1.3134 0.9650
N 1.3613 0.4355 0.9852
C 1.1634 -1.0429 0.7728
C 1.4735 -0.1353 -0.2945
C -0.0078 -0.1844 -0.7235
N -0.4847 -1.3877 -1.2311
C -0.1716 -1.3980 0.2753
H -2.5034 0.1950 0.3395
H -2.5119 1.8801 0.0159
H -2.6929 0.8959 -1.3587
H -0.3798 1.9143 -1.1148
H -0.5162 0.9804 1.8003
H 0.3820 2.4228 1.1243
H 1.9082 -1.6790 1.2328
H 2.3106 -0.0615 -0.9402
H 0.1963 -1.8397 -1.7633
H -1.0213 -1.5615 0.8729
*
```

Properties
SMILES ... C[C@H]1CN2[C@@H]3[C@H]2[C@]12N[C@@H]32
Energy relative to the best compared isomer or geometry (same formula, charge and spin) ... 4.633 eV
E_tot ... -10396.978 eV

=====

(4)
ORCA calculation (wB97M-V/def2-TZVPD) on a cluster of 2 separate species, C7H10N2O2S in total at a distorted geometry.

ORCA input file:
```
! RIJCOSX wB97M-V def2-TZVPD def2/J DEFGRID3
* xyz 0 1
C 3.0227 -1.2394 -0.5871
C 2.2822 0.1065 -0.1636
O 2.5951 0.7052 0.8249
N 1.3353 0.4717 -1.0470
S 0.9482 0.7284 -2.4967
H 2.8495 -1.8726 0.2115
H 4.1890 -1.0875 -0.5968
H 2.4323 -1.6876 -1.3744
C -1.1525 1.2849 1.7003
C -1.1797 -0.0967 1.0138
C -0.2990 -1.1438 1.0351
O -0.4990 -1.9513 0.0113
N -1.3926 -1.3430 -0.7815
C -1.7995 -0.2428 -0.2304
C -2.5140 0.7882 -1.0268
H -0.9757 1.3055 2.7361
H -0.3874 1.8174 1.1224
H -2.0827 1.8514 1.4497
H 0.3481 -1.6005 1.7830
H -1.6106 1.2328 -1.5439
H -3.2950 0.4685 -1.7175
H -2.8148 1.5047 -0.3222
*
```

Properties
SMILES ... CC(=O)N=S.Cc1conc1C
Energy relative to the best compared isomer or geometry (same formula, charge and spin) ... 5.138 eV
E_tot ... -25327.001 eV

=====

(5)
ORCA calculation (wB97M-V/def2-TZVPD) on an isolated molecule of C7H10N2O2S at a distorted geometry.

ORCA input file:
```
! RIJCOSX wB97M-V def2-TZVPD def2/J DEFGRID3
* xyz 0 1
C -0.3545 -3.4120 0.3206
C 0.1345 -1.9773 0.1622
C -0.5416 -0.9050 -0.3748
C -0.1289 0.4092 -0.1286
C -0.9689 1.5528 -0.5497
N 1.0782 0.5468 0.3428
C 1.7580 1.9115 0.5720
C 1.8973 -0.5422 0.4890
S 3.8300 -0.3896 -0.2370
O 3.2001 0.2586 -1.3991
O 4.4830 0.4550 0.7955
N 1.4304 -1.7261 0.4321
H -0.3116 -3.5161 1.5168
H 0.3922 -4.1207 -0.1137
H -1.3777 -3.3808 -0.0996
H -1.5100 -0.9409 -0.8040
H -1.0481 2.5255 -0.0120
H -2.0482 1.1940 -0.6625
H -0.5657 1.8426 -1.6547
H 2.3946 1.4937 1.3988
H 2.4567 2.1823 -0.1808
H 1.0416 2.6772 0.9236
*
```

Properties
SMILES ... Cc1cc(C)n(C)c(=S(=O)=O)n1
Energy relative to the best compared isomer or geometry (same formula, charge and spin) ... 3.581 eV
E_tot ... -25328.558 eV

=====

(6)
ORCA calculation (wB97M-V/def2-TZVPD) on an isolated molecule of C7H10N2O2S2 at a distorted geometry.

ORCA input file:
```
! RIJCOSX wB97M-V def2-TZVPD def2/J DEFGRID3
* xyz 0 1
C -0.6955 0.1282 -3.8719
C 0.3718 0.8674 -3.4054
C -0.9954 -1.0511 -3.2015
C 1.0826 0.4556 -2.3191
C -0.3841 -1.4240 -1.9575
C 1.6070 0.3620 3.1379
C -0.6614 0.3719 2.4131
N 0.6779 -0.7024 -1.6150
N 0.6768 0.9483 2.1927
O 2.4463 1.6090 0.6746
O 0.0762 1.6729 -0.1251
S 1.4333 -0.9296 -0.1014
S 1.1419 1.0623 0.6922
H -1.0649 0.5660 -4.8573
H 0.6851 1.7212 -4.0294
H -1.8250 -1.7508 -3.3299
H 1.9322 0.8318 -1.9711
H 1.4416 0.6763 4.0934
H 1.4943 -0.7536 3.1734
H 2.5491 0.9054 2.9636
H -0.8818 0.5888 3.4322
H -1.3545 0.8479 1.7469
H -0.7443 -0.6720 2.1113
*
```

Properties
Energy relative to the best compared isomer or geometry (same formula, charge and spin) ... 4.031 eV
E_tot ... -36162.074 eV

=====

(7)
ORCA calculation (wB97M-V/def2-TZVPD) on a cluster of 3 separate species, C7H10N2O3 in total at a distorted geometry.

ORCA input file:
```
! RIJCOSX wB97M-V def2-TZVPD def2/J DEFGRID3
* xyz 0 1
O -1.1074 3.7469 0.5973
C -1.0257 3.0233 1.5307
O -1.9167 2.0235 1.7849
C -1.5874 1.3659 2.9917
C -0.4092 2.1933 3.5530
O -0.0445 3.0265 2.4520
H -2.3955 1.2778 3.7121
H -1.2503 0.3538 2.7493
H 0.4511 1.5951 3.8365
H -0.7252 2.8119 4.3940
C -1.0131 0.8528 -1.4067
C -0.0680 -0.1348 -1.8935
N 0.6935 -0.9009 -2.2727
H -1.7614 1.0213 -2.1961
H -0.5353 1.8155 -1.2547
H -1.6373 0.4988 -0.5908
C 2.2897 -3.7034 -2.7361
C 2.5842 -4.9178 -3.4798
N 2.8327 -5.8654 -4.0712
H 2.5696 -2.8337 -3.3315
H 2.8350 -3.6551 -1.7988
H 1.2212 -3.5952 -2.5697
*
```

Properties
SMILES ... O=C1OCCO1.CC#N.CC#N
Energy relative to the best compared isomer or geometry (same formula, charge and spin) ... 1.315 eV
E_tot ... -16543.139 eV

=====

(8)
ORCA calculation (wB97M-V/def2-TZVPD) on an isolated molecule of C7H10N2O4 at a distorted geometry.

ORCA input file:
```
! RIJCOSX wB97M-V def2-TZVPD def2/J DEFGRID3
* xyz 0 1
O 1.9800 -3.3771 -2.2763
C 1.3156 -2.4492 -1.8677
C 0.1900 -1.8180 -2.5461
C -0.2411 -0.6038 -2.1338
N 0.3477 0.0275 -1.0641
C -0.2699 1.3036 -0.5547
O -1.5250 1.1096 0.0778
C -1.2478 0.4445 1.3435
C -1.0382 1.3726 2.5865
O 0.1918 1.9234 2.7094
C 1.2770 -0.5475 -0.2709
O 1.7634 -0.0494 0.7029
N 1.8002 -1.7313 -0.8331
H -0.2769 -2.2727 -3.4371
H -0.9841 -0.0551 -2.7113
H 0.4236 1.7112 0.2015
H -0.5476 1.9450 -1.3921
H -0.3415 -0.2081 1.1052
H -2.2223 -0.1209 1.6159
H -1.9614 2.0311 2.6136
H -1.2630 0.6703 3.4532
H 0.0791 2.8111 3.0097
H 2.5504 -2.1169 -0.3321
*
```

Properties
SMILES ... O=c1ccn(COCCO)c(=O)[nH]1
Energy relative to the best compared isomer or geometry (same formula, charge and spin) ... 0.485 eV
E_tot ... -18590.699 eV

=====

Question: Among the records above, which one has the lowest E_tot?
Answer: C7H10GaO

=====

Question: What is the formula in the fourth record?
Answer: C7H10N2O2S

=====

Question: What is the E_tot in the seventh record?
Answer: -16543.139 eV